C44H44MgN3OP2 as an isolated structure. Source: OMol25; level of theory: ωB97M-V/def2-TZVPD.

Geometry as XYZ:
```
95
Properties=species:S:1:pos:R:3:forces:R:3
H -2.573696 4.977922 3.232272 0.0 0.0 0.0
H -2.459394 -0.354170 -3.114958 -0.1 0.0 0.1
H -5.115284 -4.420674 -0.583050 0.0 0.0 0.0
C -3.589690 -2.472580 2.358190 0.1 -0.1 0.0
C -4.074580 -3.758754 2.558599 0.0 0.0 0.0
H -3.188560 -1.918989 3.201637 0.0 0.0 0.0
C 1.186917 1.672218 6.289521 -0.1 0.1 0.1
N -1.359501 1.424286 -3.293214 0.1 0.1 0.0
N 0.059166 1.116488 4.233132 0.0 -0.1 -0.3
H -1.299139 4.111057 -3.593421 0.0 0.0 0.0
O -0.049224 2.144765 6.795898 0.0 0.0 -0.1
C -0.069706 3.517104 -0.990038 0.0 0.1 0.0
C 2.271852 4.004488 -1.341953 -0.1 0.0 0.0
H 1.509428 2.067882 -0.821994 0.0 0.1 0.1
H -4.353626 2.589848 -0.713530 0.0 0.0 0.0
H 0.013183 0.434397 -5.416760 0.0 0.1 0.0
C 1.867148 0.467793 -3.014920 0.0 0.0 -0.1
C -3.611202 -1.864978 1.099402 0.0 0.2 0.0
H 2.741169 6.039002 -1.830759 0.0 0.0 0.0
C 0.135515 0.713283 2.993685 0.0 0.1 0.3
C 3.148382 0.614128 -3.523396 0.0 0.0 0.0
C -0.835470 2.739623 5.778376 0.1 0.0 0.2
C -0.370958 4.861672 -1.212587 0.0 0.1 0.0
C -1.363261 -4.803407 -1.325318 -0.1 0.1 -0.1
H -3.621444 0.035399 0.099695 0.0 -0.2 0.2
H 0.392539 6.804745 -1.687622 0.0 0.0 0.0
H -1.822048 -6.390555 -2.689286 0.0 0.0 0.0
H -1.508969 -5.405137 -0.438202 0.0 0.0 0.0
C 3.911109 -0.509763 -3.816205 0.0 0.0 0.0
P -1.371066 2.291148 -0.695661 0.1 -0.2 0.3
H -4.216767 -2.162847 -0.938484 0.0 0.0 0.0
H -3.162942 0.121337 1.787510 0.0 -0.1 0.0
C -1.201582 1.722534 4.724538 0.2 -0.2 -0.2
C 3.386469 -1.777179 -3.605327 0.0 0.0 0.0
C -0.832490 3.552758 -4.388379 0.1 0.0 0.0
C -3.946594 3.104006 0.148412 -0.1 0.1 0.0
C 0.635567 5.764153 -1.510245 0.0 0.0 0.0
H 3.979527 -2.654243 -3.832216 0.0 0.0 0.0
H 1.902339 0.282397 4.801456 0.0 0.0 0.0
C -0.842054 -2.664509 -2.328429 0.0 0.0 -0.2
C -0.247871 4.267620 -5.423724 0.0 0.0 0.0
H -1.828568 0.937651 5.150951 0.0 0.0 0.0
Mg -1.049712 -0.185007 0.297698 0.1 0.3 -0.1
H 1.697878 -2.923521 -2.950382 0.0 0.0 0.0
H -1.723198 2.182949 3.886253 0.0 0.0 0.0
H -1.399377 5.203236 -1.156024 0.0 0.0 0.0
H 3.546700 1.606693 -3.695983 0.0 0.0 0.0
P -0.344795 -0.935124 -2.121508 -0.1 -0.1 0.3
H -5.016357 4.875604 2.833926 0.0 0.0 0.0
H -0.306862 5.349352 -5.405610 0.0 0.0 0.0
C -0.108325 1.508058 -5.401695 0.1 0.1 -0.1
H 0.501374 -0.292039 5.734372 0.0 0.0 0.0
H 3.301670 3.671540 -1.384759 0.0 0.0 0.0
H -0.899278 -3.052399 -0.205174 0.0 0.1 0.0
C -4.167365 -2.606042 0.051566 0.0 0.0 0.0
C -4.822389 3.720904 1.037597 0.1 0.0 0.0
C -4.676748 -3.882779 0.250109 0.1 0.0 0.0
C -2.962403 4.437812 2.377087 0.0 0.0 0.0
C 1.328003 -0.804837 -2.814426 0.0 0.1 0.0
C 0.965890 0.579020 5.269429 -0.1 0.0 -0.2
H 0.988527 1.701079 -7.218347 0.0 0.0 0.0
H -0.290977 3.573955 5.321151 0.0 0.0 0.0
C -1.439845 -0.020115 -3.327716 0.1 0.0 -0.1
H 0.863738 4.182613 -7.263696 0.0 0.0 0.0
H -4.040820 -4.196496 3.549420 0.0 0.0 0.0
C -0.782450 2.154199 -4.359769 -0.1 -0.1 0.1
C 2.098082 -1.928970 -3.105598 0.1 0.0 0.0
H -0.852742 -2.639550 -4.490537 0.0 0.0 0.1
H -3.103760 1.456754 -2.156634 0.0 0.0 0.0
H -5.888244 3.683378 0.852466 0.0 0.0 0.0
C -1.379916 -4.560084 -3.721329 0.0 0.0 0.0
H -1.737179 3.124315 6.248990 0.0 0.0 0.1
C 1.957020 5.332198 -1.587959 0.0 0.0 0.0
H -1.517246 -4.988603 -4.705524 0.0 0.0 0.0
N 0.203687 0.400529 1.879434 -0.1 -0.1 0.0
C 1.258873 3.101324 -1.032069 0.0 0.1 0.1
H 1.280327 1.352158 -2.800545 0.0 -0.1 -0.1
C -1.021195 -3.462880 -1.201961 0.0 0.0 0.1
H 1.749742 2.496814 5.838473 0.0 0.0 0.0
C -2.221279 2.079639 -2.324890 0.0 -0.1 -0.2
H -2.584463 3.036187 -2.690127 0.0 0.0 -0.1
H -1.191798 -0.393037 -4.317311 -0.1 0.0 0.0
H 4.913827 -0.396515 -4.209063 0.0 0.0 0.0
C 0.407986 3.621448 -6.459417 0.0 0.0 0.0
H -1.019067 3.887872 1.665083 0.0 0.0 0.0
H -5.012440 -5.474737 1.661345 0.0 0.0 0.0
C -2.089102 3.820892 1.494686 0.0 0.1 0.0
C -2.573132 3.158317 0.362315 0.1 0.0 0.0
C -3.050943 -0.493691 0.884469 -0.2 -0.1 -0.2
C -4.621726 -4.478084 1.503976 0.0 0.1 0.0
C 0.470802 2.236963 -6.432020 0.0 0.0 0.0
C -1.546824 -5.348125 -2.585828 0.0 0.0 0.0
H 1.752771 1.280268 7.131212 0.0 0.0 0.1
C -1.019770 -3.229449 -3.594722 0.0 0.0 0.0
C -4.333979 4.387712 2.149467 0.0 0.0 0.0
```
Forces are in eV/Å.

Computed properties:
E_tot in Eh: -2825.21155
Frontier orbital gap in eV: 7.606
Energy above the lowest of the compared OMol25 structures with the same formula, charge and spin in kcal per mole: 0.9
Charge: +1
2S+1: 1

C44H45CrN5OP2 as an isolated structure in a non-equilibrium geometry. Source: OMol25; level of theory: ωB97M-V/def2-TZVPD.

Geometry as XYZ:
```
98
Properties=species:S:1:pos:R:3:forces:R:3
C 1.283077 -3.429396 4.431309 -0.2 0.1 -0.3
C -2.451923 1.834104 -3.485291 0.1 -0.2 0.1
H 2.424877 -6.594496 -1.423191 0.0 -0.2 0.0
C 0.530977 1.561004 -2.815491 -0.5 0.0 0.2
Cr -0.344323 0.003704 1.387309 -0.5 0.4 -0.7
H 2.359977 0.461904 4.206609 -0.1 0.1 -0.1
H -1.844323 2.712304 -3.307491 0.0 0.1 -0.2
H -2.749823 -1.411396 -2.489691 0.0 -0.1 -0.1
C -4.449123 -1.968696 0.793109 0.3 0.1 0.0
O -2.081723 -1.298496 0.472609 0.4 0.5 0.1
H 0.811277 -5.497596 -2.921791 -0.1 0.0 -0.1
H 1.553077 4.821904 1.566309 0.0 0.0 0.1
C 2.525077 2.588804 -4.442691 0.0 0.1 0.1
H -0.214923 0.614104 -4.597491 0.0 -0.1 -0.1
H 1.544877 1.540704 -6.034891 0.0 0.0 -0.1
C 2.551777 -4.931296 -0.085391 0.1 0.0 0.0
C 5.186977 0.005504 -1.709591 -0.1 0.0 0.0
H -1.781623 2.828404 5.298109 0.1 0.1 0.1
C 1.172077 -4.979996 -2.046691 0.1 -0.1 0.0
H -2.219523 4.852304 -0.472591 -0.1 0.0 0.0
H 2.203977 2.740504 2.633109 -0.1 -0.2 0.0
H 3.303277 2.979504 -5.079691 0.1 0.1 0.0
H -2.726423 -3.201696 1.008209 0.1 0.2 0.1
C -3.496223 1.875504 -4.388191 -0.1 0.0 0.1
C -4.282723 0.750504 -4.593691 0.0 -0.1 0.2
H 4.408077 0.042004 -3.703291 0.0 0.0 -0.1
C -2.999223 -2.156996 1.195209 -0.5 -0.5 0.4
C 0.545277 1.254804 -4.175991 0.2 0.1 0.1
C 0.557077 2.941404 1.273209 0.0 0.4 0.1
C -1.444323 2.967004 0.162809 -0.2 0.1 -0.1
C 1.929977 0.098004 3.266209 0.6 -0.5 0.0
H -5.108123 0.781604 -5.287991 0.0 0.0 -0.1
C 2.130077 -3.642596 0.178609 -0.1 0.0 0.1
H -3.388723 0.524004 1.331809 0.0 0.0 0.0
H -0.757023 -3.117296 1.770509 -0.1 0.0 0.0
H 3.266677 3.538504 -2.676791 0.1 0.1 0.1
H -4.595323 -2.231196 -0.252391 -0.1 0.0 -0.1
C 2.592577 -0.644496 -0.945691 -0.2 0.2 0.4
C 0.753177 -3.686696 -1.789091 -0.2 0.2 0.0
H -2.281323 2.401504 -0.224691 0.0 0.0 0.0
H 2.253177 1.656304 1.221109 0.0 0.0 0.2
C 1.591777 2.108204 1.976009 0.3 0.6 -0.7
H 2.767077 -0.007296 2.565409 -0.2 0.2 0.1
H -4.654323 -1.277096 -4.021291 0.0 -0.1 0.0
C 3.610077 -0.566396 0.001609 -0.2 0.0 0.0
C 1.541177 1.774604 -4.981291 -0.1 -0.2 -0.2
H 2.125177 -0.561896 -3.033891 0.0 0.1 -0.1
C 1.304977 -1.252096 3.436809 0.5 0.1 0.5
C 0.684177 4.322004 1.162509 0.0 -0.1 -0.1
C -4.023123 -0.412496 -3.882091 -0.2 0.0 0.0
C -1.407823 4.341804 0.020109 0.1 -0.2 0.1
C 4.184377 -0.106296 -2.659191 0.0 -0.1 0.0
H -0.684223 -1.595396 -2.027691 0.2 0.0 -0.2
N 0.934077 1.025304 2.719309 -0.1 -0.2 -0.2
H 6.190577 0.260804 -2.012591 0.1 0.0 0.0
H 0.281877 0.868704 4.711809 0.1 0.1 -0.1
C 2.077377 -5.599596 -1.202891 0.0 0.0 0.0
H -0.032623 -4.801496 3.421709 -0.1 0.0 -0.1
C -3.075723 1.011304 2.243609 -0.6 -0.1 -0.2
C 1.233477 -3.002196 -0.675291 -0.3 -0.1 0.6
P -0.687323 0.726004 -1.730591 0.3 0.1 -0.7
C 2.504277 2.899704 -3.092891 0.1 0.1 0.0
H -4.228723 2.845604 4.820209 0.0 0.1 0.1
H 3.403477 -0.822296 1.033309 0.1 0.0 0.0
C 1.507177 2.388504 -2.278391 -0.2 0.1 0.0
H 1.492477 2.633204 -1.224291 0.0 0.0 0.1
H -3.690423 2.781904 -4.936191 -0.1 0.2 -0.1
C -0.074123 -2.844196 2.556909 -0.3 -0.6 -0.1
N -0.021223 -0.863996 -1.791191 -0.4 -0.7 0.6
C -2.955723 -0.473496 -2.999691 0.3 0.2 0.0
C -1.331023 1.607804 3.596809 0.0 0.2 0.4
C 4.899777 -0.244496 -0.376591 0.2 0.0 0.1
N -1.776323 0.927804 2.539009 -0.2 -0.2 0.6
H 2.514877 -3.127496 1.047309 0.1 0.1 0.1
C -2.134523 0.640604 -2.829491 0.0 0.1 0.3
H 5.686977 -0.214796 0.360009 0.1 0.0 0.1
N 0.351077 -1.578196 2.546909 -0.1 0.2 0.3
H -5.066123 -2.634096 1.392109 0.0 -0.1 0.0
H 2.543877 -1.813896 5.084809 0.0 0.1 0.1
N -0.473723 2.266504 0.755109 0.6 -0.1 0.7
C -0.308723 5.035504 0.510809 0.0 -0.2 0.0
C -3.991023 1.683204 3.028809 0.2 0.0 0.0
C 2.893677 -0.438896 -2.286891 -0.2 -0.2 0.1
C -3.539623 2.326004 4.173909 0.2 -0.1 -0.2
H 0.080577 -3.219596 -2.490891 0.0 0.0 -0.1
H -2.853923 -1.932996 2.253909 0.0 0.0 -0.1
P 0.932677 -1.218196 -0.422091 0.8 -0.1 -2.0
C 1.777577 -2.134396 4.394709 -0.1 0.0 -0.2
H 1.634277 -4.135296 5.166309 0.0 -0.1 0.1
H 3.274477 -5.405996 0.559709 0.0 -0.1 0.1
H -4.803523 -0.956796 0.964709 -0.1 0.1 0.0
C 0.349177 -3.793396 3.472409 0.1 0.2 -0.1
C -2.180823 2.310504 4.441509 0.1 -0.2 -0.2
H -2.432123 -1.219096 -0.429091 0.3 0.2 0.0
C 0.143577 1.545704 3.861909 -0.5 0.1 0.5
H -0.234523 6.105804 0.396709 0.0 0.1 0.0
H 0.506777 2.533904 4.168109 0.1 -0.2 -0.1
H -5.032223 1.699304 2.753209 -0.1 0.0 -0.1
```
Forces are in eV/Å.

Computed properties:
E_tot in Eh: -3779.08596
Frontier orbital gap (alpha / beta) in eV: 6.165 / 6.544
Energy above the lowest of the compared OMol25 structures with the same formula, charge and spin in kcal per mole: 53.4
Charge: +3
2S+1: 4

> The lowest E_tot belongs to which entry?

C44H45CrN5OP2

> Which of these has the highest energy above the lowest of the compared OMol25 structures with the same formula, charge and spin?

C44H45CrN5OP2

> Which value of charge does entry 2 give?

+3

> The highest energy above the lowest of the compared OMol25 structures with the same formula, charge and spin belongs to which entry?

C44H45CrN5OP2